ORCA calculation (ωB97M-V/def2-TZVPD) on a cluster of 2 separate species, C7H11NO in total in a non-equilibrium geometry.

Results
Maximum force: 2.81 eV Å⁻¹
Energy relative to the best compared isomer or geometry (same formula, charge and spin): 0.00 kJ/mol
Highest occupied orbital energy: -8.31 eV
Frontier orbital gap: 9.16 eV
Spin multiplicity: 1

```
20
C7H11NO, DFT ωB97M-V/def2-TZVPD
C -1.97965 -0.79056 -0.21940
N 0.34066 -0.67081 -1.94626
C 0.50945 -0.46585 -0.56585
C -0.62387 -0.45649 0.30155
C -0.43346 -0.10832 1.63846
C 0.85473 0.22854 2.10657
C 1.94048 0.19934 1.26014
C 1.76912 -0.15493 -0.08838
H -2.37737 -0.08732 -0.98377
H -2.07410 -1.82206 -0.68024
H -2.68175 -0.73840 0.58105
H -0.47597 -1.21203 -2.26815
H 1.14888 -0.97547 -2.49712
H -1.32339 -0.05714 2.27571
H 0.98995 0.47984 3.13472
H 2.92172 0.42431 1.63611
H 2.63306 -0.24171 -0.72272
H -0.44488 2.22717 -0.21002
H -0.20527 1.73836 -1.60615
O -0.48834 2.48353 -1.14625
```

Atomic partial charges in e from the Mulliken method, atoms 1 to 4: C -1.65; N -0.51; C 0.48; C 1.22